one.
Entry from OMol25: a gas-phase ion, C4H7O2 (charge -1) (ωB97M-V/def2-TZVPD).

**Kohn-Sham gap**: 6.84 eV
**Net charge**: -1

Last column: Mulliken charge in e.
Positions of all 13 atoms, in Å:
O  -0.904  1.311  1.270  -0.803
C  -0.330  0.200  1.569  -0.205
C  -0.167  -0.930  0.822  -0.533
C  0.055  -0.883  -0.695  -0.492
C  0.559  0.503  -1.093  -0.724
O  -0.458  1.439  -1.107  -0.681
H  -0.120  0.133  2.656  0.327
H  -0.765  1.501  -0.151  0.497
H  -0.253  -1.858  1.347  0.335
H  -0.933  -0.838  -1.147  0.273
H  0.802  -1.637  -0.859  0.368
H  1.022  0.369  -2.087  0.351
H  1.492  0.689  -0.526  0.287

***

two.
Entry from OMol25: a gas-phase ion, C4H7O2 (charge -1) (ωB97M-V/def2-TZVPD).

**Kohn-Sham gap**: 7.62 eV
**Net charge**: -1

Last column: Mulliken charge in e.
Positions of all 13 atoms, in Å:
O  -0.123  -2.601  0.878  -0.714
C  -0.950  -1.922  0.252  0.411
O  -2.057  -2.269  -0.239  -0.742
C  -0.758  -0.409  0.003  -0.571
C  0.644  0.148  0.325  -0.277
C  0.836  1.500  -0.472  -1.201
H  -1.427  0.164  0.683  0.175
H  -1.165  0.089  -0.891  0.363
H  1.480  -0.453  -0.007  0.300
H  0.781  0.390  1.378  0.267
H  1.885  1.804  -0.459  0.338
H  0.537  1.251  -1.493  0.391
H  0.316  2.309  0.041  0.260

***

Relative energies in kcal/mol: one 42.8; two 0.0

***

one.
Entry from OMol25: C25H31N3O2 in the gas phase (ωB97M-V/def2-TZVPD).

**Kohn-Sham gap**: 8.45 eV

Last column: Mulliken charge in e.
Positions of all 61 atoms, in Å:
C  -8.384  -2.230  -0.242  -1.465
C  -6.907  -1.997  -0.149  0.740
C  -6.400  -0.892  0.519  -0.445
C  -5.033  -0.680  0.624  0.898
C  -4.157  -1.590  0.048  -0.358
C  -4.651  -2.693  -0.625  -0.797
C  -6.016  -2.896  -0.723  -0.513
H  -6.396  -3.759  -1.250  0.413
H  -3.968  -3.397  -1.075  0.398
H  -3.091  -1.432  0.122  0.464
C  -4.498  0.528  1.361  -1.737
N  -3.378  1.128  0.689  0.295
C  -2.064  0.974  1.020  0.192
C  -1.460  0.302  2.078  -0.689
C  -0.088  0.338  2.161  -1.258
C  0.696  1.013  1.211  0.783
C  0.097  1.691  0.162  -0.764
C  -1.291  1.676  0.061  0.791
C  -2.208  2.248  -0.873  0.478
C  -3.462  1.884  -0.465  0.812
C  -4.789  2.185  -1.066  -1.598
H  -5.390  2.799  -0.395  0.271
H  -4.664  2.723  -2.001  0.412
H  -5.336  1.263  -1.266  0.282
C  -1.815  3.073  -2.052  -1.772
H  -2.686  3.478  -2.559  0.362
H  -1.249  2.473  -2.765  0.335
H  -1.183  3.903  -1.736  0.364
H  0.679  2.254  -0.552  0.579
C  2.170  0.983  1.411  0.276
O  2.686  0.870  2.507  -0.666
N  2.907  1.104  0.272  -0.112
H  2.440  1.021  -0.617  0.259
C  4.344  0.995  0.276  -0.958
H  4.756  1.718  -0.433  0.332
H  4.685  1.244  1.283  0.315
C  4.803  -0.430  -0.063  -0.535
N  6.244  -0.559  0.034  0.098
C  6.674  -1.923  0.289  -0.559
C  8.187  -1.935  0.504  -0.638
O  8.871  -1.426  -0.617  -0.381
C  8.445  -0.113  -0.893  -0.733
C  6.937  -0.053  -1.138  -0.432
H  6.646  0.983  -1.313  0.302
H  6.693  -0.648  -2.037  0.339
H  8.994  0.209  -1.779  0.361
H  8.694  0.546  -0.047  0.351
H  8.550  -2.954  0.648  0.352
H  8.426  -1.330  1.392  0.351
H  6.178  -2.287  1.191  0.398
H  6.424  -2.594  -0.553  0.322
H  4.350  -1.103  0.669  0.378
H  4.430  -0.715  -1.064  0.223
H  0.425  -0.160  2.970  0.460
H  -2.039  -0.234  2.815  0.346
H  -4.169  0.226  2.361  0.448
H  -5.294  1.270  1.482  0.265
H  -7.083  -0.182  0.965  0.337
H  -8.660  -2.566  -1.239  0.375
H  -8.939  -1.323  -0.010  0.352
H  -8.684  -3.003  0.465  0.302

***

two.
Entry from OMol25: C25H31N3O2 in the gas phase (ωB97M-V/def2-TZVPD).

**Kohn-Sham gap**: 6.86 eV

Last column: Mulliken charge in e.
Positions of all 61 atoms, in Å:
C  -4.380  -2.081  2.410  -1.123
C  -5.277  -1.282  1.472  -0.643
H  -6.284  -1.705  1.486  0.429
H  -5.342  -0.253  1.830  0.400
C  -4.788  -1.243  0.010  0.395
C  -3.431  -0.595  -0.052  -0.346
C  -2.271  -1.269  -0.153  0.035
C  -0.986  -0.613  -0.173  -0.213
N  0.030  -1.415  -0.295  -0.374
C  1.352  -1.173  -0.333  -0.004
C  2.208  -2.231  -0.630  0.233
N  3.491  -1.834  -0.549  -0.028
N  3.511  -0.483  -0.258  0.338
C  2.207  -0.008  -0.080  0.720
O  1.975  1.143  0.242  -0.734
C  4.668  0.184  0.171  0.132
C  4.852  1.515  -0.190  -0.373
C  5.970  2.195  0.254  -0.721
C  6.914  1.556  1.040  -0.429
C  6.727  0.232  1.402  -0.703
C  5.604  -0.455  0.981  0.129
H  5.444  -1.476  1.295  0.451
H  7.452  -0.267  2.028  0.373
H  7.790  2.089  1.377  0.396
H  6.107  3.230  -0.022  0.370
H  4.109  2.007  -0.796  0.433
C  4.615  -2.503  -1.146  -1.144
H  4.928  -3.349  -0.530  0.330
H  4.355  -2.872  -2.140  0.389
H  5.445  -1.804  -1.234  0.448
C  1.826  -3.609  -1.013  -1.493
H  2.361  -4.343  -0.412  0.335
H  2.049  -3.799  -2.063  0.351
H  0.756  -3.713  -0.857  0.308
C  -0.977  0.822  -0.075  0.076
C  -2.114  1.538  0.028  -0.323
C  -3.428  0.878  0.038  0.680
O  -4.474  1.516  0.111  -0.712
C  -2.101  3.041  0.128  0.012
C  -1.316  3.493  1.361  -1.548
H  -1.357  4.576  1.455  0.445
H  -1.738  3.051  2.261  0.407
H  -0.274  3.191  1.285  0.208
C  -1.517  3.670  -1.145  -0.555
C  -2.317  3.296  -2.386  -1.214
H  -2.272  2.223  -2.561  0.265
H  -3.361  3.575  -2.263  0.285
H  -1.924  3.805  -3.264  0.423
H  -0.480  3.348  -1.263  0.203
H  -1.517  4.756  -1.027  0.484
H  -3.142  3.369  0.230  0.472
H  -0.021  1.321  -0.076  0.628
H  -2.247  -2.346  -0.219  0.379
C  -4.849  -2.616  -0.653  -1.813
H  -4.485  -2.557  -1.676  0.398
H  -4.252  -3.348  -0.116  0.317
H  -5.878  -2.967  -0.672  0.429
H  -5.474  -0.573  -0.523  0.448
H  -4.752  -2.005  3.430  0.393
H  -4.362  -3.134  2.137  0.275
H  -3.362  -1.700  2.388  0.269

***

Relative energies in kcal/mol: one 0.0; two 41.5

***

one.
Entry from OMol25: a molecular structure, C19H31GeN3O6PtS3Se (ωB97M-V/def2-TZVPD).

**Kohn-Sham gap (alpha / beta)**: 5.47 / 5.48 eV
**2S+1**: 2
**Net charge**: +1

Last column: Mulliken spin population.
Positions of all 65 atoms, in Å:
Pt  0.162  -1.071  -0.723  0.725
C  -1.486  3.443  2.063  0.000
C  -0.067  2.904  2.035  -0.001
C  0.497  2.873  3.452  0.000
C  0.824  3.765  1.159  0.000
O  -0.112  1.570  1.441  0.028
Ge  0.046  0.062  2.352  0.000
O  1.628  -0.565  1.216  0.006
C  2.753  -1.492  1.632  -0.044
C  2.624  -2.789  0.864  0.031
C  2.606  -1.743  3.129  0.004
C  4.072  -0.802  1.362  0.004
O  -0.951  -0.980  1.022  0.035
C  -2.365  -1.397  1.252  -0.001
C  -3.287  -0.691  0.287  -0.001
C  -2.462  -2.903  1.094  0.001
C  -2.717  -1.012  2.683  0.002
H  -1.527  4.387  2.605  0.000
H  -1.866  3.617  1.055  0.000
H  -2.151  2.734  2.561  0.000
H  0.617  3.889  3.825  0.000
H  -0.164  2.343  4.142  0.000
H  1.477  2.388  3.477  0.000
H  0.943  4.753  1.602  0.000
H  1.815  3.317  1.061  0.000
H  0.406  3.890  0.158  0.000
H  1.626  -3.217  0.990  -0.008
H  2.822  -2.647  -0.199  -0.004
H  3.349  -3.511  1.238  0.001
H  1.649  -2.208  3.366  -0.001
H  3.404  -2.418  3.433  -0.001
H  2.692  -0.818  3.699  0.000
H  4.238  -0.670  0.297  -0.001
H  4.101  0.174  1.850  -0.001
H  4.886  -1.408  1.755  0.000
H  -3.019  -0.921  -0.746  -0.002
H  -4.312  -1.022  0.449  0.000
H  -3.252  0.389  0.437  0.000
H  -2.213  -3.215  0.086  -0.001
H  -1.786  -3.403  1.789  0.000
H  -3.480  -3.226  1.313  0.000
H  -2.638  0.068  2.841  0.000
H  -3.746  -1.303  2.890  0.000
H  -2.071  -1.516  3.403  0.000
O  1.687  -1.451  -2.087  0.019
S  2.573  -0.223  -2.046  0.002
O  2.227  0.785  -2.990  0.000
O  3.934  -0.496  -1.763  -0.001
S  1.598  0.596  -0.284  0.014
Se  -1.740  1.772  -1.419  0.012
N  -0.986  0.263  -2.108  0.205
C  -0.878  0.439  -3.421  -0.015
C  -0.347  -0.499  -4.360  0.007
C  -0.372  -0.181  -5.671  -0.005
C  -0.913  1.068  -6.161  0.003
C  -1.426  1.982  -5.318  -0.004
C  -1.412  1.694  -3.904  0.016
N  -1.900  2.514  -3.002  0.000
H  0.089  -1.425  -4.021  0.001
H  0.037  -0.881  -6.386  0.000
H  -0.895  1.262  -7.224  0.000
H  -1.862  2.910  -5.656  0.001
S  -1.189  -4.011  -3.848  -0.002
C  -0.951  -3.174  -2.520  -0.001
N  -0.842  -2.560  -1.508  -0.024

***

two.
Entry from OMol25: a molecular structure, C19H31GeN3O6PtS3Se (ωB97M-V/def2-TZVPD).

**Kohn-Sham gap (alpha / beta)**: 4.10 / 4.31 eV
**2S+1**: 2
**Net charge**: +1

Last column: Mulliken spin population.
Positions of all 65 atoms, in Å:
Pt  -0.895  0.709  1.130  0.532
C  -0.886  -2.845  -1.616  -0.001
C  0.497  -2.203  -1.615  0.002
C  1.504  -3.039  -0.843  -0.001
C  0.970  -1.958  -3.040  0.005
O  0.338  -0.923  -0.956  0.018
Ge  1.319  0.525  -1.122  0.032
O  0.116  1.762  -1.377  0.024
C  -0.154  2.606  -2.529  0.002
C  -1.316  1.982  -3.287  0.001
C  1.094  2.683  -3.394  0.006
C  -0.521  3.979  -1.984  0.001
O  1.791  0.802  0.549  0.028
C  3.127  0.975  1.119  0.000
C  3.360  2.462  1.315  0.002
C  4.140  0.376  0.157  0.007
C  3.132  0.227  2.443  0.000
H  -0.890  -3.716  -2.268  0.000
H  -1.630  -2.137  -1.976  0.000
H  -1.169  -3.164  -0.615  0.000
H  1.602  -4.024  -1.297  0.000
H  1.186  -3.171  0.192  0.000
H  2.491  -2.570  -0.847  0.000
H  1.045  -2.889  -3.599  0.000
H  1.970  -1.500  -3.037  -0.002
H  0.279  -1.301  -3.569  0.000
H  -1.031  1.018  -3.713  0.000
H  -1.633  2.633  -4.101  0.000
H  -2.163  1.826  -2.620  -0.002
H  1.334  1.697  -3.812  -0.002
H  1.944  3.050  -2.815  0.000
H  0.946  3.363  -4.231  0.001
H  -1.411  3.925  -1.363  -0.001
H  -0.733  4.657  -2.811  0.000
H  0.293  4.395  -1.397  0.000
H  3.233  3.001  0.376  0.000
H  4.375  2.636  1.672  0.000
H  2.669  2.868  2.051  -0.001
H  4.166  0.944  -0.783  -0.002
H  3.909  -0.670  -0.054  -0.001
H  5.143  0.413  0.581  0.000
H  2.402  0.650  3.130  0.000
H  4.116  0.302  2.903  0.000
H  2.911  -0.829  2.284  0.000
O  -1.564  2.805  4.039  0.000
S  -0.351  2.325  3.469  0.001
O  -0.365  0.828  3.150  0.109
O  0.908  2.762  3.982  0.007
S  -0.515  2.857  1.388  -0.026
Se  0.073  -2.075  2.742  0.000
N  -1.204  -1.399  1.664  0.001
C  -2.326  -2.057  1.902  0.006
C  -3.569  -1.912  1.205  0.001
C  -4.606  -2.706  1.562  -0.001
C  -4.510  -3.690  2.604  0.000
C  -3.347  -3.889  3.265  0.000
C  -2.213  -3.084  2.913  0.001
N  -1.024  -3.247  3.454  0.000
H  -3.661  -1.190  0.410  -0.001
H  -5.546  -2.607  1.038  0.000
H  -5.381  -4.285  2.840  0.000
H  -3.230  -4.637  4.035  0.000
S  -4.463  2.973  0.372  0.182
C  -3.412  1.825  0.395  -0.013
N  -2.662  0.879  0.338  0.088

***

Relative energies in kcal/mol: one 0.0; two 7.2

***

one.
Entry from OMol25: 2 unconnected molecules or ions with the total composition C3H13N2O (ωB97M-V/def2-TZVPD).

**Kohn-Sham gap (alpha / beta)**: 11.65 / 5.47 eV
**2S+1**: 2
**Net charge**: +2

Last column: Mulliken spin population.
Positions of all 19 atoms, in Å:
C  -0.658  -0.852  -1.016  0.034
C  0.481  0.229  -1.156  0.027
C  1.226  0.399  0.128  0.012
N  1.482  -1.002  0.792  0.024
N  -1.131  -0.978  0.350  0.756
H  -0.122  -1.854  -1.338  0.033
H  -1.430  -0.646  -1.772  0.104
H  1.224  -0.299  -1.789  0.006
H  0.110  1.249  -1.544  0.002
H  2.222  0.879  0.039  0.004
H  0.796  0.989  0.968  -0.005
H  1.655  -1.679  0.051  -0.001
H  0.627  -1.132  1.381  -0.005
H  2.544  -1.034  1.425  0.004
H  -1.883  -1.716  0.366  -0.001
H  -1.598  -0.106  0.624  -0.001
H  -1.844  2.665  1.572  0.000
H  -2.171  2.650  0.155  0.000
O  -1.530  2.239  0.763  0.006

***

two.
Entry from OMol25: 2 unconnected molecules or ions with the total composition C3H13N2O (ωB97M-V/def2-TZVPD).

**Kohn-Sham gap (alpha / beta)**: 10.60 / 4.46 eV
**2S+1**: 2
**Net charge**: +2

Last column: Mulliken spin population.
Positions of all 19 atoms, in Å:
C  0.601  0.335  -0.730  0.016
C  1.466  -0.682  0.058  0.028
C  0.767  -1.854  0.749  0.048
N  0.135  -1.560  2.102  0.806
N  -0.570  0.847  0.139  0.003
H  0.179  -0.095  -1.632  0.000
H  1.210  1.203  -0.958  0.003
H  2.229  -0.161  0.629  0.002
H  2.028  -1.214  -0.722  0.006
H  -0.054  -2.124  0.092  0.003
H  1.596  -2.488  1.125  0.090
H  0.902  -1.359  2.765  -0.006
H  -0.204  -2.461  2.487  -0.002
H  -0.695  0.361  1.014  0.003
H  -0.699  1.848  0.177  0.000
H  -1.352  0.738  -0.519  0.000
H  -3.133  2.505  -1.942  0.000
H  -2.195  3.443  -2.735  0.000
O  -2.212  2.719  -2.098  0.000

***

Relative energies in kcal/mol: one 17.8; two 0.0

***

one.
Entry from OMol25: C2H6N2 in the gas phase (ωB97M-V/def2-TZVPD).

**Kohn-Sham gap**: 9.81 eV

Last column: Mulliken charge in e.
Positions of all 10 atoms, in Å:
C  0.545  -1.086  -0.765  -0.881
N  -0.467  -0.305  -0.117  -0.246
C  -0.178  0.856  0.528  0.049
N  -1.042  1.365  1.297  -0.662
H  1.355  -1.392  -0.084  0.307
H  0.206  -1.871  -1.433  0.323
H  1.137  -0.461  -1.455  0.284
H  -1.356  -0.742  0.073  0.288
H  0.798  1.307  0.362  0.312
H  -0.999  2.330  1.593  0.226

***

two.
Entry from OMol25: C2H6N2 in the gas phase (ωB97M-V/def2-TZVPD).

**Kohn-Sham gap**: 10.08 eV

Last column: Mulliken charge in e.
Positions of all 10 atoms, in Å:
C  -0.390  1.176  0.704  -0.752
C  -0.020  -0.129  -0.023  0.463
H  -0.188  0.907  1.833  0.191
H  0.190  2.109  0.338  0.298
H  -1.516  1.379  0.529  0.237
H  1.604  0.695  -0.909  0.215
H  1.458  -0.962  -1.307  0.218
H  -0.745  -1.888  -0.447  0.195
N  1.162  -0.186  -0.658  -0.425
N  -0.925  -1.031  0.069  -0.637

***

Relative energies in kcal/mol: one 6.3; two 0.0

***

one.
Entry from OMol25: C2H3FO2S in the gas phase (ωB97M-V/def2-TZVPD).

**Kohn-Sham gap**: 9.06 eV

Last column: Mulliken charge in e.
Positions of all 9 atoms, in Å:
C  -0.575  0.210  -2.027  0.736
C  0.623  -0.083  1.615  -0.615
O  -0.070  0.621  -3.009  -0.420
O  0.051  -0.244  -0.953  -0.421
F  -1.936  0.224  -1.802  -0.223
S  -0.898  -0.524  0.672  0.121
H  1.255  -0.149  0.862  0.240
H  0.899  -0.892  2.433  0.279
H  0.651  0.836  2.208  0.301

***

two.
Entry from OMol25: 2 unconnected molecules or ions with the total composition C2H3FO2S (ωB97M-V/def2-TZVPD).

**Kohn-Sham gap (alpha / beta)**: 8.10 / 6.62 eV

Last column: Mulliken charge in e.
Positions of all 9 atoms, in Å:
C  0.882  0.612  -0.235  0.418
C  0.688  -0.398  0.728  -0.633
O  1.577  1.033  -1.077  -0.337
O  -2.012  0.012  0.374  -0.538
F  -1.173  -0.167  -1.851  -0.277
S  -1.834  0.929  -0.772  0.421
H  1.051  -1.315  0.273  0.271
H  1.232  -0.159  1.612  0.342
H  -0.411  -0.546  0.949  0.333

***

Relative energies in kcal/mol: one 0.0; two 34.7